Record 1
Computed, not measured: a 7-piece molecular cluster, C11H38N2O7 overall at a distorted geometry, with ωB97M-V with the def2-TZVPD basis set.

## Properties
- HOMO level (eV) = -9.17
- SMILES string = COC[C@H](C)N.COC[C@H](C)N.CO.CO.CO.O.O

```
! wB97M-V def2-TZVPD RIJCOSX def2/J DEFGRID3
* xyz 0 1
C -2.7914 8.4544 15.1948
O -1.8640 8.2490 14.1799
C -1.5187 6.8714 13.8807
C -2.5767 6.1979 13.0761
C -2.0891 4.7977 12.7802
N -2.9303 6.9874 11.9092
H -2.4523 7.8925 16.0688
H -3.8441 8.2585 14.9546
H -2.7846 9.5273 15.4424
H -0.5636 6.9295 13.2990
H -1.2441 6.2847 14.7890
H -3.4576 6.0528 13.7023
H -2.8120 4.1494 12.2781
H -1.7872 4.2931 13.7118
H -1.1824 4.8685 12.1524
H -2.8995 7.9395 12.3244
H -2.0337 6.9570 11.4155
C -5.1075 0.1990 17.3765
O -4.1604 0.1957 16.3021
C -4.3532 1.3062 15.4203
C -3.2339 1.2694 14.3241
C -3.4657 0.0171 13.5338
N -1.8437 1.3399 14.7900
H -4.7432 -0.6295 17.9878
H -6.1718 0.1353 17.1414
H -5.0129 1.1249 17.9791
H -5.3232 1.2143 14.8967
H -4.4113 2.2236 16.0306
H -3.4139 2.0567 13.6026
H -2.7402 0.0139 12.7168
H -4.4821 -0.0440 13.1538
H -3.2977 -0.8930 14.1254
H -1.7158 0.6538 15.5354
H -1.5839 2.2686 15.1174
C 0.9797 4.0279 19.2102
O 0.1245 3.3345 18.3185
H 1.9846 4.3735 18.9025
H 0.3973 4.9120 19.5421
H 1.2242 3.4094 20.1277
H 0.5514 2.5065 18.0714
C -3.8463 4.9760 16.8229
O -4.1619 6.2493 17.4299
H -3.9194 4.0447 17.4123
H -4.4367 4.7856 15.9117
H -2.7996 5.0352 16.4974
H -5.0579 6.2468 17.7499
C 0.9087 4.2674 15.1133
O -0.4406 4.0999 15.5677
H 1.5074 3.3805 15.3553
H 0.9023 4.3408 14.0295
H 1.4480 5.1107 15.5617
H -0.3530 3.7307 16.4589
O 1.3454 6.7788 17.6794
H 1.6377 7.5377 17.1641
H 0.4755 6.5563 17.3354
O 2.7970 1.8514 13.0871
H 2.9100 2.3099 12.2569
H 1.8956 1.5450 13.0584
*
```

---

Record 2
Computed, not measured: a 15-piece molecular cluster, C37H82Cl10N8O12S2 overall at a distorted geometry, with ωB97M-V with the def2-TZVPD basis set.

## Properties
- HOMO level (eV) = -8.98

```
! wB97M-V def2-TZVPD RIJCOSX def2/J DEFGRID3
* xyz 0 1
C -4.3809 4.6326 -0.2037
Cl -2.6536 4.5066 -0.4280
Cl -5.2791 4.2897 -1.6598
H -4.7338 3.9479 0.5537
H -4.5262 5.6526 0.0820
C -1.9859 0.2784 2.8014
Cl -2.4438 1.8243 2.0459
Cl -3.2052 -0.3377 3.8945
H -1.9066 -0.4270 1.9783
H -1.0023 0.3623 3.2444
C -5.5741 0.0587 0.9060
Cl -6.1794 1.6554 1.2847
Cl -6.1635 -1.2232 2.0300
H -5.7965 -0.2092 -0.1342
H -4.5101 0.0971 1.1069
C 3.8371 3.5995 -1.5154
Cl 2.1073 3.6595 -1.6643
Cl 4.5221 2.4225 -0.3751
H 4.2321 3.3407 -2.4759
H 4.2215 4.5838 -1.3175
C 6.5608 -2.7994 1.9259
Cl 5.1221 -1.9187 1.3246
Cl 7.3941 -1.9320 3.2388
H 6.2432 -3.7669 2.2926
H 7.2578 -3.0031 1.1242
C 2.5793 -2.8467 5.6230
C 4.0857 -3.1657 5.8491
C 4.4413 -2.2560 7.0899
S 3.6116 -0.7614 6.9014
O 4.5252 0.1101 6.2118
O 3.0749 -0.3294 8.1705
C 2.3520 -1.3844 5.7316
H 2.0094 -3.3905 6.3863
H 2.2669 -3.2271 4.6598
H 4.5982 -2.8559 4.9484
H 4.2024 -4.2257 6.0825
H 5.5080 -2.1459 7.2253
H 3.9796 -2.7109 7.9730
H 2.4654 -0.7635 4.8441
H 1.3841 -1.2175 6.1806
C -4.4765 -3.4792 -1.6827
C -3.1547 -3.9316 -2.3825
C -1.8863 -3.5421 -1.5145
S -2.5824 -2.8889 -0.0154
O -2.8115 -1.4744 -0.2611
O -1.8704 -3.2428 1.2397
C -4.1769 -3.6183 -0.1834
H -5.3482 -4.0667 -1.9806
H -4.6251 -2.4290 -1.9162
H -3.0694 -3.5560 -3.3929
H -3.1419 -5.0230 -2.4663
H -1.1484 -2.8578 -1.9076
H -1.3425 -4.4380 -1.2095
H -4.8705 -3.2208 0.5487
H -4.0080 -4.6686 0.0752
C -4.3691 5.5865 -4.8711
C -2.9759 5.5908 -4.3133
O -2.3761 6.6285 -4.0541
N -2.4150 4.3858 -4.1303
C -1.0561 4.2740 -3.6543
H -4.7761 4.5735 -4.9530
H -4.2934 6.0319 -5.8527
H -5.0037 6.1226 -4.1783
H -2.9667 3.5340 -4.1413
H -1.0565 3.8999 -2.6388
H -0.6023 5.2572 -3.7334
H -0.5066 3.5845 -4.2943
C 2.5580 -4.8886 -0.6719
C 1.5030 -5.7775 -1.3451
O 1.2585 -6.8581 -0.8522
N 0.9712 -5.3250 -2.5149
C -0.0857 -6.0505 -3.2239
H 2.7053 -3.9171 -1.1301
H 3.5412 -5.3696 -0.7622
H 2.2474 -4.7932 0.3663
H 1.1509 -4.3873 -2.8668
H -0.7602 -6.4601 -2.4739
H 0.3475 -6.8992 -3.7723
H -0.6562 -5.3262 -3.7944
C -3.8432 1.0063 -2.0826
C -3.0897 0.8533 -3.3551
O -3.1899 1.6114 -4.2961
N -2.2197 -0.1672 -3.4628
C -1.4368 -0.4130 -4.6550
H -3.7554 0.1342 -1.4619
H -4.8751 1.2816 -2.2781
H -3.4272 1.8412 -1.5112
H -2.1148 -0.7610 -2.6522
H -1.0104 -1.4117 -4.6581
H -0.7085 0.3690 -4.7395
H -2.1869 -0.3121 -5.4239
C 1.1833 3.4288 2.8750
C 2.1919 2.2984 3.0243
O 1.8250 1.1463 2.9272
N 3.4585 2.6394 3.2712
C 4.5561 1.6951 3.3277
H 0.7222 3.3481 1.8919
H 1.5834 4.4168 3.0593
H 0.3525 3.2295 3.5659
H 3.6820 3.6270 3.2432
H 5.2087 1.6559 2.4475
H 4.1919 0.6715 3.4163
H 5.1765 1.7943 4.2150
C 2.5353 -1.8201 -5.0435
C 1.5981 -1.8808 -3.8551
O 0.7622 -2.7780 -3.7442
N 1.7680 -0.9722 -2.9243
C 2.7332 0.0901 -2.8698
H 3.5162 -2.2165 -4.7766
H 2.6560 -0.8475 -5.5058
H 2.1103 -2.3913 -5.8486
H 1.1932 -1.1392 -2.0965
H 2.4866 0.8772 -3.5927
H 3.7389 -0.2622 -3.0788
H 2.6511 0.5370 -1.8732
C 1.3637 -1.7505 1.6230
C 0.7547 -1.1213 0.4247
O 0.3917 -1.7367 -0.5656
N 0.5647 0.2183 0.5986
C -0.2227 0.8942 -0.4293
H 1.8111 -1.0309 2.3232
H 2.1054 -2.5179 1.3508
H 0.5530 -2.2090 2.1850
H 0.7995 0.6395 1.5057
H -0.3676 1.9182 -0.0704
H -1.1912 0.3843 -0.5024
H 0.2415 0.8867 -1.4262
C -0.0473 -6.0091 2.3090
C -0.2177 -5.4047 3.6934
O 0.4322 -5.8066 4.6459
N -1.0719 -4.3493 3.8341
C -1.1720 -3.7155 5.1327
H 0.2116 -7.0706 2.3740
H 0.7162 -5.4555 1.7698
H -0.9341 -5.9505 1.6815
H -1.6362 -4.0033 3.0800
H -1.5566 -4.3650 5.9334
H -1.8010 -2.8281 5.0127
H -0.2029 -3.3541 5.4625
C -1.4902 9.9706 -2.9965
C -0.5022 9.2767 -2.1157
O 0.1794 9.8980 -1.3419
N -0.4437 7.9188 -2.2441
C 0.5768 7.1614 -1.5219
H -2.1311 9.3448 -3.5946
H -0.9533 10.6728 -3.6476
H -2.0961 10.6150 -2.3344
H -1.1808 7.4556 -2.7594
H 1.0013 7.9648 -0.9225
H 1.2981 6.6950 -2.1606
H 0.0819 6.4806 -0.8172
*
```

---

Calculated relative energy (zero: lowest compared OMol25 entry of this formula, charge and spin), 96.1, 0.0 kJ/mol (same order as the records).